C32H68N4O9 | ωB97M-V/def2-TZVPD

Each atom is followed by the atoms it is bonded to, with distances in Å.
Positions of all 113 atoms, in Å:
1 H 5.166 -0.834 0.826  C88 1.094
2 H 0.505 -1.782 5.201  C108 1.094
3 C 2.056 -5.144 0.933  H45 1.096, H58 1.091, O61 1.427, C98 1.519
4 H -3.331 3.691 -4.793  C39 1.096
5 H -2.389 0.795 -4.826  C57 1.091
6 O -2.158 -3.466 -6.162  C19 1.211
7 C 0.482 5.335 1.635  C27 1.534, C35 1.524, H73 1.090, H84 1.087
8 H -4.886 4.246 1.764  C14 1.092
9 H -2.402 3.115 -6.181  C39 1.091
10 H 5.300 -1.728 -3.560  C77 1.089
11 H 3.270 -1.749 -1.766  C28 1.092
12 H -3.109 4.130 1.500  C14 1.090
13 H 1.492 -4.434 2.929  C98 1.091
14 C -4.096 3.939 1.076  H8 1.092, H12 1.090, C55 1.550, O103 1.434
15 H 0.146 7.211 2.793  C27 1.093
16 H -3.050 1.563 -3.358  C57 1.097
17 N -0.678 -0.674 3.869  C47 1.354, C67 1.451, C108 1.434
18 H 3.709 -1.868 0.625  C88 1.088
19 C -2.476 -2.803 -5.200  O6 1.211, N50 1.356, H79 1.105
20 H 1.107 -0.501 1.655  C26 1.087
21 H 2.911 -1.161 -3.387  C28 1.090
22 H 0.720 0.819 3.438  C67 1.094
23 H 0.233 3.192 2.015  C35 1.086
24 H -5.638 3.778 -1.319  C89 1.098
25 O -2.370 -1.987 3.072  C47 1.217
26 C 0.769 -0.981 0.740  H20 1.087, H66 1.094, N90 1.435, H111 1.096
27 C -0.388 6.465 2.200  C7 1.534, H15 1.093, H34 1.094, C99 1.539
28 C 3.534 -0.994 -2.509  H11 1.092, H21 1.090, C29 1.532, C77 1.533
29 C 3.313 0.424 -1.972  C28 1.532, O38 1.429, H41 1.092, H92 1.096
30 H -2.485 5.975 2.716  C99 1.089
31 O 0.200 2.480 -2.887  C80 1.214
32 H -1.291 -1.891 -0.449  C102 1.102
33 H 3.450 0.412 3.881  C63 1.091
34 H -0.802 7.086 1.399  C27 1.094
35 C 0.107 4.149 2.514  C7 1.524, H23 1.086, H69 1.104, O112 1.412
36 H 6.251 0.781 -3.124  C68 1.089
37 H 1.687 -7.421 2.692  C93 1.096
38 O 4.340 1.237 -2.542  C29 1.429, C68 1.425
39 C -2.318 3.557 -5.187  H4 1.096, H9 1.091, N106 1.444, H109 1.088
40 H -3.375 -1.280 -3.311  C71 1.086
41 H 2.348 0.843 -2.264  C29 1.092
42 H 0.495 -6.550 3.521  C93 1.091
43 H 5.908 -2.391 2.389  C82 1.091
44 H 0.670 1.447 -0.735  C81 1.089
45 H 2.820 -5.780 0.473  C3 1.096
46 H 0.134 0.752 5.127  C67 1.093
47 C -1.903 -0.895 3.336  N17 1.354, O25 1.217, H60 1.102
48 H -4.438 -4.756 -3.452  C54 1.087
49 H -4.904 -2.110 -3.280  C71 1.100
50 N -3.405 -3.165 -4.280  C19 1.356, C54 1.442, C71 1.442
51 H 5.278 -1.536 4.492  C104 1.088
52 H 3.559 -1.942 4.205  C104 1.088
53 H -5.006 -4.265 -5.086  C54 1.096
54 C -4.135 -4.399 -4.434  H48 1.087, N50 1.442, H53 1.096, H87 1.088
55 C -4.256 2.451 0.673  C14 1.550, C72 1.510, H78 1.090, H110 1.091
56 O -2.253 -0.168 -0.983  C102 1.218
57 C -2.148 1.419 -3.964  H5 1.091, H16 1.097, H65 1.089, N106 1.441
58 H 2.206 -4.120 0.587  C3 1.091
59 H 5.580 -1.153 -1.870  C77 1.090
60 H -2.475 0.034 3.179  C47 1.102
61 O 0.765 -5.528 0.460  C3 1.427, C91 1.411
62 H 1.105 -1.718 3.523  C108 1.095
63 C 4.173 -0.106 3.250  H33 1.091, O75 1.415, C104 1.536, H107 1.096
64 H 0.388 -7.545 0.800  C91 1.096
65 H -1.466 0.874 -3.314  C57 1.089
66 H 0.399 -1.980 0.989  C26 1.094
67 C -0.154 0.663 4.077  N17 1.451, H22 1.094, H46 1.093, H70 1.089
68 C 5.235 0.433 -3.306  H36 1.089, O38 1.425, H74 1.094, C77 1.525
69 H 0.742 4.047 3.411  C35 1.104
70 H -0.897 1.426 3.852  C67 1.089
71 C -3.816 -2.268 -3.229  H40 1.086, H49 1.100, N50 1.442, H85 1.092
72 C -3.963 2.487 -0.808  C55 1.510, H76 1.093, H83 1.091, C89 1.520
73 H 0.154 5.104 0.622  C7 1.090
74 H 4.963 0.481 -4.364  C68 1.094
75 O 3.566 -0.322 1.990  C63 1.415, C88 1.427
76 H -4.384 1.627 -1.333  C72 1.093
77 C 5.038 -0.992 -2.802  H10 1.089, C28 1.533, H59 1.090, C68 1.525
78 H -3.598 1.826 1.276  C55 1.090
79 H -2.032 -1.824 -4.941  C19 1.105
80 C -0.430 3.107 -3.713  O31 1.214, N106 1.350, H113 1.104
81 C -0.079 1.220 0.022  H44 1.089, H86 1.084, N90 1.450, H94 1.092
82 C 4.828 -2.256 2.465  H43 1.091, C88 1.542, H101 1.090, C104 1.542
83 H -2.897 2.441 -1.040  C72 1.091
84 H 1.543 5.571 1.646  C7 1.087
85 H -3.649 -2.693 -2.237  C71 1.092
86 H -1.030 1.709 -0.156  C81 1.084
87 H -3.510 -5.133 -4.937  C54 1.088
88 C 4.334 -1.331 1.335  H1 1.094, H18 1.088, O75 1.427, C82 1.542
89 C -4.547 3.832 -1.207  H24 1.098, C72 1.520, H100 1.090, O103 1.423
90 N -0.292 -0.208 0.160  C26 1.435, C81 1.450, C102 1.354
91 C 0.259 -6.565 1.272  O61 1.411, H64 1.096, C93 1.535, H95 1.090
92 H 3.390 0.440 -0.878  C29 1.096
93 C 1.055 -6.532 2.584  H37 1.096, H42 1.091, C91 1.535, C98 1.535
94 H 0.314 1.573 0.978  C81 1.092
95 H -0.808 -6.415 1.440  C91 1.090
96 H 2.922 -5.456 2.918  C98 1.092
97 H -0.294 -2.708 3.931  C108 1.089
98 C 1.953 -5.295 2.442  C3 1.519, H13 1.091, C93 1.535, H96 1.092
99 C -1.467 5.745 3.028  C27 1.539, H30 1.089, H105 1.097, O112 1.425
100 H -4.107 4.237 -2.119  C89 1.090
101 H 4.368 -3.243 2.407  C82 1.090
102 C -1.351 -0.790 -0.450  H32 1.102, O56 1.218, N90 1.354
103 O -4.224 4.704 -0.130  C14 1.434, C89 1.423
104 C 4.464 -1.521 3.771  H51 1.088, H52 1.088, C63 1.536, C82 1.542
105 H -1.370 6.027 4.084  C99 1.097
106 N -1.562 2.687 -4.317  C39 1.444, C57 1.441, C80 1.350
107 H 5.076 0.507 3.162  C63 1.096
108 C 0.208 -1.766 4.148  H2 1.094, N17 1.434, H62 1.095, H97 1.089
109 H -1.859 4.543 -5.205  C39 1.088
110 H -5.282 2.144 0.883  C55 1.091
111 H 1.654 -1.143 0.114  C26 1.096
112 O -1.241 4.345 2.888  C35 1.412, C99 1.425
113 H -0.170 4.136 -4.017  C80 1.104

calculated total energy = -58672.807 eV
SMILES = CN(C)C=O.CN(C)C=O.CN(C)C=O.CN(C)C=O.C1CCOC1.C1CCOC1.C1CCOC1.C1CCOC1.C1CCOC1
molecular weight = 652.915 g mol⁻¹
spin multiplicity = 1
energy relative to the best compared isomer or geometry (same formula, charge and spin) = 0.00 kcal per mole
net charge = 0
orbital gap = 9.57 eV
LUMO level = 0.572 eV